The following is a DFT calculation (wB97M-V/def2-TZVPD) of C14H21N2O2 as an isolated structure.

Geometry as XYZ:
```
39
Properties=species:S:1:pos:R:3:nbo_charge:R:1
O 0.073 -2.778 -5.184 -0.466
O 0.328 2.207 -1.386 -0.439
N -0.180 0.618 3.420 -0.191
N 0.100 0.894 2.169 -0.164
C -0.211 0.175 1.162 -0.092
C 0.936 3.281 -0.650 -0.275
C 0.241 -1.803 -4.255 0.381
C -0.415 0.239 -3.132 -0.125
C 1.197 -2.048 -3.236 -0.263
C -0.745 -0.645 3.811 -0.253
C -0.954 -0.529 5.329 -0.410
C 1.288 -1.188 -2.160 -0.126
C -0.506 -0.597 -4.234 -0.258
C 0.495 -0.032 -2.099 -0.191
C 0.704 0.943 -0.989 0.275
C 0.306 1.437 4.511 -0.214
C -0.312 0.800 5.768 -0.413
C -1.006 -2.679 -6.140 -0.263
H 0.006 2.491 4.380 0.216
H 1.974 -1.392 -1.340 0.226
H -1.166 -0.326 -5.063 0.235
H -0.489 -1.375 5.845 0.227
H 0.020 0.613 0.082 0.117
H -0.738 -0.795 1.307 0.220
H -0.074 -1.496 3.581 0.200
H -1.029 1.134 -3.077 0.239
H 1.824 -2.933 -3.317 0.250
H -1.972 -2.483 -5.653 0.192
H -2.026 -0.521 5.553 0.226
H 1.413 1.430 4.575 0.200
H 2.000 3.389 -0.907 0.199
H -1.686 -0.843 3.275 0.207
H 1.752 0.931 -0.646 0.231
H -1.013 -3.661 -6.613 0.221
H 0.408 4.187 -0.948 0.225
H -1.076 1.475 6.173 0.225
H 0.861 3.143 0.439 0.209
H 0.454 0.639 6.535 0.229
H -0.785 -1.902 -6.886 0.193
```

Calculated values
total charge: +1
energy: -805.64987 Eh
HOMO-LUMO gap: 6.755 eV
energy above the lowest of the compared OMol25 structures with the same formula, charge and spin: 550.4 kJ/mol



The following is a DFT calculation (wB97M-V/def2-TZVPD) of a 2-piece molecular cluster, C3H12N2S overall.

Geometry as XYZ:
```
18
Properties=species:S:1:pos:R:3:nbo_charge:R:1
S 3.548 -1.588 -0.956 -0.036
N -3.936 -0.207 1.493 -0.849
N -5.597 1.060 0.299 -0.842
C -4.154 0.947 0.620 -0.051
C 3.858 0.112 -0.415 -0.524
C 2.637 1.029 -0.114 -0.618
H 4.446 0.572 -1.211 0.202
H -4.110 0.034 2.455 0.361
H 2.644 1.110 0.974 0.211
H -3.763 1.874 1.055 0.150
H 2.247 -1.425 -1.202 0.119
H -5.694 0.998 -0.707 0.351
H -2.967 -0.443 1.342 0.362
H -3.610 0.812 -0.317 0.158
H 1.642 0.873 -0.493 0.214
H -5.970 0.177 0.641 0.362
H 4.490 0.244 0.465 0.218
H 2.966 1.987 -0.519 0.214
```

Calculated values
energy: -629.15144 Eh
structure (SMILES): CCS.NCN
HOMO-LUMO gap: 9.639 eV
energy above the lowest of the compared OMol25 structures with the same formula, charge and spin: 73.7 kJ/mol



The following is a DFT calculation (wB97M-V/def2-TZVPD) of one molecule with the formula C10H13NO5S.

Geometry as XYZ:
```
30
Properties=species:S:1:pos:R:3:nbo_charge:R:1
S 0.842 -1.388 1.772 2.500
O 2.932 0.047 -1.123 -0.585
O 1.622 -2.029 0.766 -0.941
O 1.304 -1.353 3.115 -0.912
O 2.958 0.281 1.110 -0.512
O 0.428 0.083 1.339 -0.683
N -0.663 -2.119 1.740 -1.073
C -1.306 0.402 -1.172 0.067
C 2.370 0.224 -0.079 0.789
C -2.343 -0.178 -0.452 -0.251
C 0.088 -0.152 -1.086 -0.476
C -1.567 1.528 -1.943 -0.246
C -2.842 2.061 -2.001 -0.203
C -3.619 0.358 -0.508 -0.192
C 0.869 0.502 0.059 0.003
C 4.327 -0.111 1.156 -0.263
C -3.872 1.477 -1.283 -0.222
H -0.765 1.984 -2.506 0.209
H 0.076 -1.227 -0.906 0.236
H 4.398 -1.185 0.978 0.201
H -2.140 -1.046 0.157 0.227
H -4.419 -0.101 0.054 0.209
H -4.868 1.893 -1.328 0.213
H 4.677 0.136 2.154 0.202
H 0.718 1.590 0.049 0.234
H -1.145 -1.974 2.613 0.402
H -3.034 2.934 -2.608 0.213
H 0.642 0.043 -2.006 0.250
H 4.897 0.423 0.393 0.199
H -0.564 -3.104 1.549 0.406
```

Calculated values
energy: -1218.00072 Eh
structure (SMILES): COC(=O)[C@@H](Cc1ccccc1)OS(N)(=O)=O
HOMO-LUMO gap: 9.660 eV
energy above the lowest of the compared OMol25 structures with the same formula, charge and spin: 15.4 kJ/mol